1.
DFT (the ωB97M-V functional and the def2-TZVPD basis) results for a cluster of 2 separate species, C7H13ClSi in total at a distorted geometry.

```
22
Properties=species:S:1:pos:R:3:forces:R:3:nbo_charge:R:1
Cl 3.0984 0.8348 -2.5220 -0.207 -0.287 0.217 -0.874
Si -0.1336 0.0088 -0.3571 -0.475 1.146 0.556 1.930
C 0.0640 1.0377 2.4306 0.137 -3.214 -0.774 -0.601
C -0.2963 -1.8648 -2.3581 -0.732 -0.538 0.189 -0.203
C 0.0875 -1.4274 2.2113 0.922 -1.017 -2.148 -0.604
C -0.3266 2.2328 -2.1762 1.421 0.588 0.343 -0.300
C -0.4137 -0.1183 1.5465 -1.006 0.079 -0.041 -0.724
C 0.4100 1.5972 -1.2422 -0.550 -1.435 -0.150 -0.799
C -0.8578 -1.4463 -1.2246 1.440 1.316 -0.605 -0.813
H -0.1454 -2.2820 1.5028 0.128 0.643 1.062 0.211
H -1.5659 -0.1961 1.7139 1.537 0.247 -0.992 0.258
H 0.5422 -1.4036 -2.7802 1.320 0.845 -0.520 0.228
H -0.0147 1.9944 2.1650 -1.222 3.792 -1.684 0.220
H -0.4247 0.8822 3.3332 -0.518 -0.022 2.014 0.208
H -1.7101 -1.9340 -0.8733 -1.206 -0.809 0.873 0.239
H -0.4412 -1.5633 3.1367 -0.002 -0.211 0.472 0.219
H -1.3942 2.2413 -2.3995 0.324 -0.416 0.180 0.201
H 1.2090 -1.4772 2.3581 -1.279 0.348 -0.019 0.224
H 0.3439 2.9093 -2.7401 -0.959 -0.081 -0.028 0.228
H 1.0984 0.9472 2.5179 1.900 -0.497 0.690 0.212
H 1.5228 1.7477 -1.3331 -0.703 -0.253 0.341 0.337
H -0.6518 -2.7203 -2.9096 -0.270 -0.225 0.023 0.203
```
Positions in Å, forces in eV/Å.

Properties
M, g mol⁻¹: 160.72
ΔE to the lowest compared entry with this formula, charge and spin, kcal per mole: 93.6
Frontier orbital gap, eV: 5.5
Maximum force, eV/Å: 4.32
E_HOMO, Ha: -0.2779

2.
DFT (the ωB97M-V functional and the def2-TZVPD basis) results for a structure of composition C18H23CeCl3F3N5OS at a distorted geometry.

```
55
Properties=species:S:1:pos:R:3:forces:R:3:nbo_charge:R:1
Ce -0.0588 -0.1959 0.1179 -0.368 -0.553 -0.703 1.105
Cl 0.8506 0.4194 2.8241 0.125 0.255 0.417 0.184
Cl 0.5306 4.8589 -0.1870 0.006 -0.080 0.075 0.023
Cl 1.6485 5.2720 5.0734 -0.012 -0.033 -0.067 0.037
S -0.7792 -2.6149 1.3359 0.332 -0.394 0.185 -0.196
F 1.3660 -6.5812 1.1359 -0.050 0.001 0.040 -0.322
F -0.4711 -5.5190 1.5244 0.026 -0.063 -0.027 -0.301
F 1.0594 -5.6288 3.0536 -0.084 0.001 -0.055 -0.315
O 0.4875 1.9286 0.3915 0.351 0.941 0.566 -0.847
N 1.4574 0.4723 -1.9539 -0.132 0.239 -0.220 -0.830
N -1.5327 0.9724 -1.7624 -0.037 0.075 -0.051 -0.468
N 1.6620 -1.9926 0.4931 0.096 -0.112 0.024 -0.570
N -2.4085 0.5810 1.0757 -0.101 0.187 -0.089 -0.834
N -0.9129 -1.8483 -1.8613 -0.054 -0.076 -0.033 -0.830
C -2.2979 -1.3980 -2.0876 0.174 -0.059 -0.035 -0.216
C 0.9082 -3.0035 0.9836 -0.147 0.048 0.115 0.151
C 1.2433 2.9144 3.8288 -0.011 0.003 -0.043 -0.237
C 0.8085 4.1050 1.3527 0.053 0.278 -0.005 -0.091
C 0.7485 2.7147 1.4342 -0.166 -0.395 -0.498 0.325
C 0.8422 -5.4922 1.7328 0.032 0.219 0.035 0.982
C 1.3042 4.2898 3.6889 0.017 0.075 0.094 -0.031
C -2.4302 1.8902 -1.0209 0.120 0.015 -0.150 -0.223
C 0.6116 0.9637 -3.0717 0.102 -0.055 0.045 -0.212
C -2.2979 0.0257 -2.6096 0.013 0.224 -0.076 -0.233
C 2.9772 -2.1282 0.2925 -0.125 0.036 -0.030 0.088
C -0.5704 1.7676 -2.5656 -0.174 0.027 0.095 -0.231
C 3.6503 -3.2944 0.5524 -0.006 -0.035 0.020 -0.273
C -3.2670 1.1848 0.0261 -0.029 -0.093 0.115 -0.220
C 1.5299 -4.2431 1.2124 0.053 -0.242 0.051 -0.207
C 2.8937 -4.3628 1.0136 0.075 -0.104 -0.047 -0.084
C 1.0858 4.8898 2.4592 -0.008 0.053 -0.072 -0.226
C 0.9651 2.1732 2.6986 0.038 -0.245 0.301 -0.084
H -2.8271 -2.0287 -2.8050 -0.081 -0.048 0.041 0.214
H 3.4993 -1.2545 -0.0828 -0.025 0.016 0.004 0.202
H -1.0816 2.2348 -3.4156 0.006 -0.023 -0.037 0.208
H -0.9230 -2.7476 -1.3867 -0.001 -0.007 0.021 0.417
H -2.1467 1.2998 1.7466 0.016 0.037 0.006 0.399
H 3.3704 -5.3131 1.2194 -0.009 0.022 -0.009 0.246
H -0.4367 -1.9861 -2.7461 0.002 0.022 -0.035 0.382
H -2.8280 -1.4731 -1.1360 0.010 -0.006 0.042 0.212
H -2.9245 -0.1082 1.6121 -0.037 -0.060 -0.019 0.409
H -0.2018 2.5706 -1.9268 0.018 0.021 0.020 0.249
H -1.8655 0.0300 -3.6125 0.002 -0.020 0.002 0.208
H 2.2151 -0.0905 -2.3239 -0.015 -0.076 -0.006 0.397
H 1.1772 1.5986 -3.7559 0.041 0.023 -0.021 0.215
H 1.4046 2.4412 4.7872 -0.001 0.003 -0.024 0.254
H 0.2815 0.1004 -3.6495 -0.001 -0.035 0.006 0.194
H 1.1326 5.9652 2.3607 -0.007 -0.012 0.002 0.253
H 4.7162 -3.3685 0.3958 -0.018 -0.037 0.022 0.241
H -1.8008 2.6387 -0.5371 0.016 0.015 0.025 0.238
H -3.0908 2.4222 -1.7162 -0.029 -0.016 -0.015 0.207
H 1.8880 1.2759 -1.5014 0.046 0.067 -0.022 0.403
H -3.8632 0.3898 -0.4215 0.001 -0.018 -0.015 0.204
H -3.9725 1.9044 0.4436 -0.030 0.018 0.035 0.217
H -3.3264 0.3782 -2.7302 -0.014 -0.021 0.004 0.217
```
Positions in Å, forces in eV/Å.

Properties
M, g mol⁻¹: 660.95
ΔE to the lowest compared entry with this formula, charge and spin, kcal per mole: 0.0
Frontier orbital gap (spin up / spin down), eV: 8.6 / 8.6
Charge: +1
<S²>: 0.751
Maximum force, eV/Å: 1.15
Multiplicity: 2
E_HOMO (spin up / spin down), Ha: -0.4030 / -0.4036

3.
DFT (the ωB97M-V functional and the def2-TZVPD basis) results for a structure of composition C60H54P3S3SiV at a distorted geometry.

```
122
Properties=species:S:1:pos:R:3:forces:R:3:lowdin_spin:R:1
V -0.8883 -0.5639 -0.1655 -0.567 -0.186 -0.956 0.986
S -3.6267 -1.2402 -0.7563 0.222 0.255 0.223 0.005
S -1.3232 0.4467 -2.3261 0.235 -0.023 -0.323 -0.001
S -0.7270 -2.6190 -1.4595 0.206 -0.225 -0.141 0.008
P -0.6072 1.6929 0.6822 -0.047 0.564 0.226 0.022
P -1.3867 -1.7385 1.8866 -0.254 -0.670 0.651 -0.017
P 2.4301 0.6516 -1.8219 -0.021 -0.261 -0.021 -0.002
Si 1.3409 -0.8006 0.8927 0.391 0.110 0.301 -0.003
C -0.2032 -2.4315 4.3520 0.012 -0.092 0.012 0.000
C -1.7389 4.8284 -1.7815 0.035 0.000 -0.017 0.000
C 1.2009 1.4014 -5.6066 -0.033 -0.032 0.049 0.000
C 2.3611 -2.0133 3.3838 0.003 0.025 -0.023 -0.001
C -4.7921 -0.3547 4.7069 -0.013 0.057 -0.006 -0.001
C -2.7679 -4.2948 2.1528 -0.086 0.056 -0.032 -0.001
C 5.4195 3.2411 -3.0694 -0.020 -0.017 -0.016 0.000
C -0.5808 5.0860 -2.4998 -0.010 -0.017 0.005 -0.001
C -4.3050 2.5673 2.1097 -0.016 -0.075 0.103 0.000
C -4.0840 3.4588 3.1495 -0.027 -0.032 0.040 0.000
C -5.1076 -1.0726 3.5642 0.005 0.006 -0.016 0.000
C 1.4235 3.2468 1.9019 -0.060 0.026 -0.064 0.000
C 1.9020 0.8987 1.5375 0.004 0.003 0.104 0.002
C 0.5529 3.3752 -1.2471 0.020 0.076 0.018 -0.001
C -1.7510 3.8420 -0.8030 -0.043 0.092 0.054 -0.001
C -1.9158 2.3164 1.8041 0.062 -0.058 0.110 0.005
C -1.6550 -3.5739 1.7336 0.048 0.056 0.132 -0.003
C 2.7901 -1.5131 -0.1211 -0.009 -0.021 0.013 -0.004
C 4.4908 -1.2734 -1.8407 0.060 0.000 -0.003 0.000
C 0.8866 -2.7277 5.1451 -0.007 0.003 0.000 0.000
C -1.7588 -6.3590 1.4227 0.013 0.024 0.006 -0.001
C 5.1126 -2.4367 -1.4177 -0.019 0.007 0.000 -0.001
C 2.6613 3.4228 2.4906 0.066 -0.030 0.053 0.000
C -0.6144 -2.0965 -3.1940 -0.011 0.064 -0.011 -0.003
C 5.1508 3.4768 -0.6981 0.009 0.009 -0.049 0.000
C 1.5996 0.2995 -6.3543 0.012 -0.031 -0.003 0.000
C 3.7628 1.9162 -1.9169 -0.013 -0.035 0.015 0.000
C -1.7082 3.1840 2.8726 0.039 -0.014 0.018 0.000
C 1.0204 1.9789 1.4690 0.053 0.061 -0.029 0.004
C 4.1413 2.5290 -0.7224 -0.105 0.033 0.027 0.000
C 3.1518 1.0993 2.1358 -0.090 -0.069 0.050 0.000
C -3.5157 -2.7592 -1.7598 -0.043 -0.055 0.012 0.002
C -0.6208 -5.6550 1.0442 -0.030 -0.025 0.005 0.000
C 3.4258 -2.6948 0.2755 -0.029 -0.027 -0.070 -0.002
C -1.4157 -0.8665 -3.5976 0.043 0.054 0.030 -0.001
C -0.5721 -4.2821 1.2027 0.079 0.019 0.020 -0.001
C 2.1276 0.3936 -3.6089 0.012 -0.006 0.014 0.000
C -4.1029 -1.4794 2.6976 -0.014 0.066 -0.035 -0.001
C 1.4514 1.4401 -4.2439 -0.031 -0.004 -0.057 0.000
C -3.2269 1.9889 1.4613 0.018 -0.100 -0.024 0.006
C 2.2536 -0.7530 -5.7309 -0.029 0.018 -0.035 0.000
C -2.7860 3.7450 3.5440 0.007 -0.015 0.000 0.000
C 2.5256 -0.7022 -4.3686 -0.069 -0.104 0.080 0.000
C 4.4088 2.2880 -3.0939 0.049 0.000 -0.004 0.000
C 1.2715 -1.7009 2.5599 -0.003 -0.030 0.038 -0.003
C 0.5695 4.3587 -2.2236 -0.057 0.054 0.049 0.000
C -2.4689 -0.4220 4.0939 -0.009 0.070 -0.065 -0.001
C 5.7949 3.8356 -1.8746 -0.011 -0.016 0.026 0.000
C 2.1741 -2.5173 4.6573 0.009 -0.001 -0.003 0.000
C -4.0886 -0.0041 -2.0083 -0.099 0.014 0.045 0.002
C 3.3153 -0.8335 -1.2338 0.114 0.042 -0.027 -0.001
C -2.7662 -1.1885 2.9655 0.073 0.096 -0.013 -0.003
C -2.8235 -5.6759 1.9860 0.018 -0.006 -0.021 0.000
C -3.0221 1.0453 -2.3060 0.038 0.027 0.008 0.004
C 4.5592 -3.1640 -0.3733 -0.012 0.016 0.017 0.000
C 3.5225 2.3373 2.6275 -0.052 0.032 0.115 0.000
C -0.6087 3.0922 -0.5309 -0.043 -0.047 -0.018 -0.002
C -2.2591 -3.5747 -1.5043 -0.036 0.086 0.030 0.006
C -3.4706 -0.0171 4.9604 -0.036 0.083 -0.028 0.000
C -0.0057 -1.9089 3.0723 0.047 -0.013 -0.122 -0.001
H -4.3818 -0.5498 -2.9034 -0.006 0.008 0.001 0.000
H -4.3765 -2.0358 1.8130 -0.009 0.018 -0.036 0.000
H 1.1323 2.3001 -3.6640 0.000 -0.083 -0.058 0.000
H 0.7400 -3.1320 6.1380 -0.001 -0.004 0.004 0.000
H 4.4928 2.4711 3.0886 0.014 0.001 0.003 0.000
H 0.3289 -3.7527 0.9120 -0.016 -0.020 0.013 0.000
H 3.0395 -1.5335 -3.9000 0.007 0.050 -0.011 0.000
H -3.7020 -6.2159 2.3139 -0.010 -0.004 0.007 0.000
H 5.0270 -4.0840 -0.0467 0.000 0.000 0.013 0.000
H -4.3903 -3.3659 -1.5237 0.003 0.001 -0.018 0.000
H 5.9155 3.5158 -3.9913 0.003 0.002 -0.007 0.000
H 3.8567 0.2775 2.1910 0.008 -0.012 0.001 0.000
H -3.0142 1.8193 -1.5400 -0.008 -0.010 -0.016 0.001
H -1.8024 -7.4328 1.2995 -0.003 -0.008 -0.005 0.000
H 1.4616 2.8266 -1.0393 -0.116 0.147 0.069 0.000
H -3.6023 -3.7983 2.6277 0.054 -0.043 -0.011 0.000
H -2.3137 -4.0825 -0.5449 -0.018 -0.003 -0.022 0.000
H -3.2330 1.5402 -3.2556 -0.020 -0.008 0.003 0.000
H -2.1490 -4.3382 -2.2758 -0.025 -0.010 0.004 0.000
H -0.7059 3.4278 3.1953 0.000 -0.010 -0.015 0.000
H 4.9301 -0.6935 -2.6454 -0.030 -0.012 -0.010 0.000
H -2.6071 4.4179 4.3724 0.001 0.002 0.007 0.000
H -3.2161 0.5647 5.8362 0.005 0.009 0.020 0.000
H 1.4888 4.5616 -2.7594 0.026 0.022 0.004 0.000
H 0.4447 -1.9002 -3.3371 0.115 0.038 -0.029 0.000
H 5.4297 3.9391 0.2400 0.002 0.007 0.019 0.000
H 6.5835 4.5760 -1.8606 0.006 0.013 -0.001 0.000
H -5.3141 2.3091 1.8187 -0.036 -0.012 -0.009 0.000
H -4.9214 3.9112 3.6645 0.001 0.004 -0.003 0.000
H -3.4071 1.2672 0.6694 0.007 -0.006 0.018 0.005
H -0.9911 -0.4528 -4.5116 0.006 0.023 -0.060 0.000
H 2.5689 -1.6132 -6.3070 0.004 -0.009 -0.011 0.000
H 0.7823 4.1069 1.7492 -0.021 -0.015 0.016 0.000
H 3.0332 -3.2587 1.1122 -0.005 -0.015 0.045 0.000
H -1.4421 -0.1536 4.3096 -0.050 0.030 -0.006 0.000
H -5.5726 -0.0503 5.3920 0.000 0.002 -0.005 0.000
H 3.0300 -2.7505 5.2776 0.009 -0.004 0.001 0.000
H 6.0210 -2.7739 -1.8992 0.010 -0.004 -0.005 0.000
H -1.2043 -2.6233 4.7195 0.034 -0.010 -0.008 0.000
H 2.9619 4.4044 2.8323 0.005 0.011 0.002 0.000
H 0.2309 -6.1774 0.6283 0.009 -0.006 0.002 0.000
H 3.6383 2.2641 0.1997 0.069 0.055 -0.204 0.000
H -3.5891 -2.4691 -2.8044 -0.008 -0.005 -0.011 0.000
H -0.8702 -2.9488 -3.8256 0.002 0.011 -0.020 0.000
H 3.3725 -1.8579 3.0286 0.018 0.001 -0.022 0.000
H -0.5686 5.8618 -3.2537 -0.002 0.004 -0.014 0.000
H -2.6340 5.4075 -1.9683 -0.007 0.006 0.003 0.000
H -4.9835 0.5031 -1.6460 -0.008 -0.020 -0.017 0.000
H -6.1373 -1.3267 3.3479 -0.001 -0.001 -0.004 0.000
H 1.4055 0.2648 -7.4183 0.000 0.000 -0.006 0.000
H 0.6937 2.2293 -6.0849 -0.008 0.012 -0.006 0.000
H 4.1345 1.8384 -4.0386 -0.009 -0.023 -0.016 0.000
H -2.4607 -1.0984 -3.7860 0.000 -0.008 0.005 0.000
H -2.6571 3.6882 -0.2272 0.048 0.023 -0.058 0.000
```
Positions in Å, forces in eV/Å.

Properties
M, g mol⁻¹: 1043.24
Frontier orbital gap (spin up / spin down), eV: 7.1 / 6.7
Charge: +1
<S²>: 0.764
Maximum force, eV/Å: 1.13
Multiplicity: 2
E_HOMO (spin up / spin down), Ha: -0.3539 / -0.3320

4.
DFT (the ωB97M-V functional and the def2-TZVPD basis) results for a cluster of 2 separate species, CH3N2O2S in total at a distorted geometry.

```
9
Properties=species:S:1:pos:R:3:forces:R:3:nbo_charge:R:1
S 2.7662 0.1157 -0.3960 -0.338 -0.970 0.329 1.530
O 3.3896 0.9829 0.5843 0.232 1.103 0.334 -0.996
O 2.8387 -1.2930 0.0761 -0.121 -0.126 -0.634 -1.030
N 0.0661 -0.9381 0.1356 -0.841 0.679 0.837 -0.531
N -0.0102 -0.2772 -1.1666 -3.546 0.403 -2.746 -0.552
C 0.7532 0.2442 -0.1722 0.042 2.159 1.430 0.098
H 0.7512 -1.6431 0.0171 0.842 -1.322 0.019 0.370
H -1.0095 0.1882 -1.2631 2.842 -1.181 0.458 0.356
H -0.6688 2.0092 0.3051 0.889 -0.746 -0.027 -0.245
```
Positions in Å, forces in eV/Å.

Properties
M, g mol⁻¹: 107.11
ΔE to the lowest compared entry with this formula, charge and spin, kcal per mole: 150.9
Frontier orbital gap (spin up / spin down), eV: 8.0 / 6.4
Charge: -1
Maximum force, eV/Å: 4.50
E_HOMO (spin up / spin down), Ha: -0.1595 / -0.1195

5.
DFT (the ωB97M-V functional and the def2-TZVPD basis) results for a structure of composition C20H15N4O7Ti at a distorted geometry.

```
47
Properties=species:S:1:pos:R:3:forces:R:3:nbo_charge:R:1
Ti 0.0823 -0.1286 -0.1670 0.120 0.519 -0.897 1.784
O 0.8312 6.3675 -0.7075 -0.084 -0.157 0.129 -0.642
O -3.3507 -1.1045 -2.6628 0.145 0.027 0.145 -0.661
O 1.4537 2.2554 -2.9743 0.091 -0.077 -0.263 -0.442
O 1.5318 -0.7624 0.5778 1.283 -0.544 0.988 -0.646
O -1.5612 -0.6939 -0.7378 -1.186 -0.482 0.342 -0.714
O 0.6058 0.5363 -1.7636 0.419 0.867 -0.591 -0.666
O 1.3899 5.0340 -2.3751 -0.006 -0.050 -0.107 -0.459
N -2.2356 -0.9013 1.4352 0.186 0.068 0.279 -0.371
N 0.0259 3.9966 0.8121 -0.002 0.375 0.050 -0.476
N 0.0326 1.9053 0.2920 0.199 0.124 -0.518 -0.539
N -0.8526 -0.7297 1.5684 -0.676 -0.204 0.218 -0.392
C -0.2685 2.7682 1.2501 -0.005 -0.140 -0.055 0.467
C 0.5359 3.9536 -0.4790 -0.128 0.184 0.268 0.031
C -0.8513 2.4957 2.5882 0.026 0.074 -0.021 -0.676
C 2.0173 -0.9982 1.8253 -0.300 -0.017 -0.283 0.405
C -6.2515 -1.3227 0.2887 0.011 0.005 -0.001 -0.251
C -5.5620 -1.3689 -2.0232 -0.161 -0.004 0.000 -0.293
C 0.9528 5.1459 -1.2801 0.094 0.201 0.074 0.748
C 1.6088 -1.4702 4.1535 -0.032 -0.029 0.109 -0.127
C 0.9340 1.8371 -2.0022 -0.133 -0.149 0.189 0.762
C -2.5470 -0.8744 0.1820 -0.032 -0.186 -0.148 0.576
C -0.3163 -1.1886 2.6452 0.193 -0.030 0.152 0.198
C -3.9149 -1.0533 -0.2839 0.136 0.077 -0.026 -0.277
C -6.5520 -1.4453 -1.0719 -0.064 -0.006 -0.002 -0.133
C 3.3802 -1.0417 2.0409 0.194 -0.049 -0.023 -0.273
C 0.5349 2.6352 -0.7973 -0.130 -0.263 0.252 0.044
C 1.1108 -1.1980 2.8739 -0.287 -0.019 0.086 -0.224
C -4.9475 -1.1314 0.6694 0.017 -0.012 0.032 -0.123
C -4.2363 -1.1666 -1.6459 0.180 0.003 -0.239 0.445
C 2.9669 -1.5021 4.3814 0.055 0.007 -0.036 -0.224
C 3.8481 -1.2869 3.3204 0.022 -0.017 0.058 -0.131
H -7.5767 -1.6022 -1.3862 0.037 0.007 0.021 0.228
H 0.9099 -1.6500 4.9627 0.037 0.008 -0.024 0.228
H -1.8027 3.0164 2.6990 -0.001 0.015 -0.008 0.260
H 4.0529 -0.8993 1.2057 -0.006 0.008 0.026 0.247
H 3.3482 -1.7024 5.3730 -0.001 -0.001 -0.020 0.239
H -0.9848 -1.6067 3.3939 0.021 -0.014 0.062 0.227
H -5.7819 -1.4607 -3.0787 0.020 0.003 0.033 0.239
H -4.6851 -1.0414 1.7147 -0.012 -0.007 -0.016 0.231
H -0.1781 2.8365 3.3753 0.010 -0.001 -0.002 0.255
H 0.4611 6.3729 0.1833 0.052 0.013 -0.154 0.471
H -2.4526 -0.9540 -2.3259 -0.256 -0.030 -0.052 0.502
H -0.1267 4.8189 1.3756 0.002 -0.026 -0.020 0.430
H -7.0359 -1.3808 1.0305 0.020 -0.002 -0.012 0.228
H -1.0285 1.4358 2.7103 -0.025 -0.071 0.007 0.255
H 4.9165 -1.3241 3.4933 -0.045 0.001 -0.001 0.237
```
Positions in Å, forces in eV/Å.

Properties
M, g mol⁻¹: 471.23
ΔE to the lowest compared entry with this formula, charge and spin, kcal per mole: 0.0
Frontier orbital gap, eV: 6.6
Charge: +1
Maximum force, eV/Å: 1.71
E_HOMO, Ha: -0.4104